Below is a 2-piece molecular cluster, C5H12N2O3 overall, with properties calculated with wB97M-V/def2-TZVPD.

Geometry (Å):
C -0.761 -2.539 2.744
N -0.117 -1.431 2.048
H -1.837 -2.539 2.525
H -0.344 -3.489 2.384
H -0.643 -2.509 3.840
H 0.845 -1.320 2.358
H -0.600 -0.538 2.237
C -1.347 -0.912 -1.004
O -1.662 -2.008 -1.406
O -0.403 -0.200 -1.588
C -0.121 1.149 -1.162
C 0.966 1.692 -2.039
C 1.948 2.640 -1.459
N 2.349 1.287 -1.821
H -1.034 1.751 -1.257
H 0.194 1.132 -0.111
H 0.682 1.817 -3.088
H 2.342 3.447 -2.081
H 1.859 2.880 -0.395
H 2.427 0.710 -0.971
O -2.014 -0.233 -0.046
H -2.729 -0.788 0.290

Results
Orbital gap = 10.05 eV
LUMO = 0.545 eV
2S+1 = 1
Total charge = 0
ΔE to the lowest compared entry with this formula, charge and spin = 2.263 eV
SMILES = O=C(O)OC[C@H]1CN1.CN

Atomic partial charges in e from the Mulliken method, atoms 1 to 4:
1 C -0.800
2 N -0.435
3 H 0.254
4 H 0.283

---

Below is C19H18F3IrN8O5S as an isolated structure, with properties calculated with wB97M-V/def2-TZVPD.

Geometry (Å):
Ir -0.136 -0.486 -0.348
N 1.055 3.014 1.835
C 1.229 1.688 1.762
N 0.358 1.215 0.903
C -0.309 2.314 0.454
N 0.079 3.435 1.009
C -1.349 2.129 -0.557
C -2.142 3.156 -1.048
N -3.069 2.956 -1.974
C -3.214 1.706 -2.405
C -2.435 0.660 -1.940
N -1.490 0.869 -1.021
H 1.581 3.685 2.370
H 1.977 1.120 2.291
H -1.997 4.162 -0.675
H -3.970 1.521 -3.157
H -2.556 -0.352 -2.297
N -3.761 -2.316 5.443
C -3.378 -3.129 4.421
O -3.571 -4.325 4.419
C -2.705 -2.451 3.257
C -2.907 -1.118 2.925
C -2.246 -0.595 1.832
N -1.411 -1.318 1.079
C -1.229 -2.611 1.388
C -1.863 -3.208 2.459
H -4.132 -2.763 6.264
H -3.391 -1.387 5.537
H -3.589 -0.488 3.479
H -2.387 0.437 1.540
H -0.549 -3.158 0.752
H -1.704 -4.253 2.682
C -0.663 -1.935 -1.721
H -0.731 -1.505 -2.726
H -1.625 -2.406 -1.480
H 0.081 -2.734 -1.779
O 2.433 -1.773 -1.102
S 2.692 -1.462 0.436
O 3.427 -2.571 0.947
O 1.266 -1.455 0.949
O 3.269 -0.148 0.569
F 6.011 1.203 -2.862
C 4.918 1.950 -3.070
F 5.077 3.087 -2.359
F 4.934 2.317 -4.372
C 3.641 1.251 -2.722
C 2.419 2.010 -2.778
C 1.335 1.447 -2.184
N 1.259 0.185 -1.716
C 2.347 -0.723 -2.074
C 3.646 -0.019 -2.314
H 2.394 3.026 -3.138
H 0.453 2.059 -2.052
H 2.071 -1.329 -2.953
H 4.555 -0.586 -2.177

Results
Orbital gap = 5.33 eV
LUMO = -1.354 eV
2S+1 = 1
Total charge = 0
ΔE to the lowest compared entry with this formula, charge and spin = 0.000 eV

Atomic partial charges in e from the Mulliken method, atoms 1 to 4:
1 Ir 2.226
2 N 0.079
3 C -0.402
4 N -0.300

---

Question: Which of these has the highest LUMO?
Answer: C5H12N2O3